Run i
The following is a DFT calculation (ωB97M-V/def2-TZVPD) of a structure of composition C3H11O3.

Values from the calculation:
Spin multiplicity ... 1
E_LUMO ... 0.1493 Eh
Charge ... -1
Kohn-Sham gap ... 8.10 eV

Each line ends with the Mulliken charge.
Element x y z (Å)
H (-0.4651, 3.1438, -1.3750)  0.27
H (-1.2207, 1.9762, 0.7327)  0.23
H (0.3048, 1.1030, 0.7593)  0.17
C (-0.5047, 1.4625, 0.0886)  -0.27
C (0.1977, 2.3864, -0.9437)  -0.98
H (0.5730, -1.8302, 1.8933)  0.23
O (0.0628, -2.3148, 1.2527)  -0.97
O (2.1069, -2.8315, -0.2749)  -0.70
H (-2.2482, 0.5608, -0.7468)  0.20
H (0.6146, 1.8154, -1.7731)  0.28
H (-0.8726, -0.5248, -1.0391)  0.31
H (-0.8302, -1.5023, 0.9423)  0.37
H (2.8391, -3.1782, 0.2238)  0.24
H (1.2266, -2.7972, 0.2046)  0.47
H (1.0466, 2.9395, -0.4704)  0.28
C (-1.3113, 0.1447, -0.3106)  -0.43
O (-1.5192, -0.5534, 0.8364)  -0.70

Run ii
The following is a DFT calculation (ωB97M-V/def2-TZVPD) of a cluster of 3 separate species, C3H11O3 in total.

Values from the calculation:
Spin multiplicity ... 1
E_LUMO ... 0.1483 Eh
Charge ... -1
Kohn-Sham gap ... 7.95 eV

Each line ends with the Mulliken charge.
Element x y z (Å)
C (1.6733, -0.2724, -0.1018)  -0.20
O (-0.7391, -0.3529, -0.0493)  -0.97
H (2.6502, 0.2244, 1.7242)  0.31
H (0.3661, 0.4968, 1.4511)  0.34
C (2.9027, 0.2127, 0.6604)  -1.15
H (3.7929, -0.3691, 0.4824)  0.35
H (-0.9356, 1.1585, -2.3879)  0.26
C (0.3589, 0.3744, 0.3499)  -0.55
O (-2.5925, -0.4037, 1.7647)  -0.75
H (-3.3517, -0.1613, 1.2278)  0.25
H (1.7549, -0.1100, -1.1747)  0.20
H (-1.0001, -0.1366, -1.6232)  0.45
H (3.1076, 1.2507, 0.4097)  0.27
H (-1.8421, -0.4114, 1.0633)  0.45
O (-1.1890, 0.2423, -2.5600)  -0.74
H (0.3210, 1.4005, -0.0691)  0.18
H (1.5710, -1.3404, -0.0157)  0.29

Which of them is most stable, and which least? Most stable: run ii; least stable: run i.

Run i
The following is a DFT calculation (ωB97M-V/def2-TZVPD) of an isolated molecule of C7H6O.

Values from the calculation:
Spin multiplicity ... 1
E_LUMO ... 0.0106 Eh
Kohn-Sham gap ... 8.65 eV

Each line ends with the Mulliken charge.
Element x y z (Å)
H (-2.4033, -1.1482, -0.0370)  0.32
H (2.6270, 1.6793, 1.0879)  0.33
C (-1.8164, -0.3715, -0.6434)  -1.02
O (0.2038, -1.1522, 0.6797)  -0.38
H (-0.9426, 0.4982, 1.2087)  0.33
C (-0.6339, -0.0961, 0.3115)  0.01
C (1.1269, 0.6108, -0.5247)  -0.06
H (3.7000, -0.9571, 0.3493)  0.42
C (1.8902, -0.5289, -1.1773)  -0.59
C (2.2992, 0.8632, 0.3607)  -0.18
H (-1.3705, -0.8784, -1.5512)  0.24
C (2.7889, -0.4101, 0.2393)  -0.49
H (-2.1189, 0.5968, -0.9175)  0.36
C (1.3541, -1.0219, -0.0216)  0.72

Run ii
The following is a DFT calculation (ωB97M-V/def2-TZVPD) of an isolated molecule of C7H6O.

Values from the calculation:
Spin multiplicity ... 1
E_LUMO ... -0.0220 Eh
SMILES string ... C=C1C=CC(=O)C1=C
Kohn-Sham gap ... 8.56 eV

Each line ends with the Mulliken charge.
Element x y z (Å)
C (0.5124, -1.9355, 0.0579)  -0.82
H (-2.1148, 1.6039, -0.7492)  0.20
O (2.6943, -0.6322, -0.1967)  -0.60
C (1.2198, 1.9228, 0.2785)  -0.58
C (-0.7837, -1.4090, 0.1723)  -0.36
H (0.7815, -2.9165, 0.3395)  0.42
H (-2.7810, -0.2473, -0.1453)  0.26
H (0.6514, 2.9388, 0.7253)  0.27
C (-1.9340, 0.4916, -0.1287)  -0.51
H (2.2974, 1.7125, -0.0259)  0.32
C (1.4497, -0.5942, -0.1000)  0.71
C (0.6490, 0.6967, -0.3263)  -0.27
C (-0.7730, 0.0041, -0.0887)  0.72
H (-1.8690, -1.6358, 0.1874)  0.23

Run iii
The following is a DFT calculation (ωB97M-V/def2-TZVPD) of a structure of composition C7H6O.

Values from the calculation:
Spin multiplicity ... 1
E_LUMO ... 0.0354 Eh
Kohn-Sham gap ... 10.07 eV

Each line ends with the Mulliken charge.
Element x y z (Å)
H (1.2020, -1.7655, -0.7265)  0.52
C (-1.2224, 0.4135, -0.8761)  -0.25
O (2.0523, 1.0015, -0.6049)  -0.63
C (-0.1688, 0.3532, 1.2783)  -0.49
C (0.5139, -0.7224, 1.2640)  -0.62
C (-0.3554, 1.0923, 0.0022)  0.07
H (-1.2996, -1.7320, -1.2722)  0.20
C (-0.6415, -0.7421, -1.0074)  -0.54
H (-0.3023, 0.9265, 2.2463)  0.27
C (1.0402, 0.3455, -0.3702)  0.31
H (0.9379, -1.3455, 2.0638)  0.40
H (-0.2788, 2.2083, -0.3574)  0.33
H (-2.1276, 1.0031, -1.4092)  0.27
C (0.6502, -1.0363, -0.2308)  0.15

Run iv
The following is a DFT calculation (ωB97M-V/def2-TZVPD) of a structure of composition C7H6O.

Values from the calculation:
Spin multiplicity ... 1
E_LUMO ... 0.0196 Eh
Kohn-Sham gap ... 9.66 eV

Each line ends with the Mulliken charge.
Element x y z (Å)
C (-0.6349, 0.7136, -0.2522)  -0.05
H (2.9332, 0.6053, 0.1385)  0.34
C (0.2938, -1.5520, -0.0937)  -0.49
C (0.7275, 1.3965, -0.1199)  -0.46
O (-2.1870, -0.8009, 0.1903)  -0.47
H (0.9675, 2.5619, 0.1459)  0.25
H (-2.3040, 1.1024, 0.9504)  0.29
H (-0.1705, -2.5403, 0.1089)  0.33
C (1.8619, 0.4412, 0.2454)  -0.57
C (-2.1417, 0.6521, 0.0170)  -0.05
C (-0.6935, -0.6166, -0.1778)  0.60
C (1.5724, -0.9408, -0.0866)  -0.19
H (2.4394, -1.7264, -0.0746)  0.25
H (-2.6640, 0.7041, -0.9917)  0.23

Which of them is most stable, and which least? Most stable: run iv; least stable: run i.

Run i
The following is a DFT calculation (ωB97M-V/def2-TZVPD) of an isolated molecule of C7H6O.

Values from the calculation:
Spin multiplicity ... 1
E_LUMO ... 0.0072 Eh
SMILES string ... C#CC(=C)C(=C)C=O
Kohn-Sham gap ... 9.56 eV

Each line ends with the Mulliken charge.
Element x y z (Å)
C (1.5693, -0.2187, 0.7477)  -0.59
C (-0.7134, -0.9203, 1.5761)  -0.75
C (2.7644, -0.1024, 0.9580)  0.22
H (-1.1346, 2.0143, -1.6266)  0.29
O (0.1357, 2.4189, -0.1396)  -0.45
H (3.7884, 0.1582, 1.1412)  0.43
C (-0.4754, 0.1850, -0.6407)  0.45
H (-0.3059, -1.4610, 2.4292)  0.31
H (-1.7923, -0.9387, 1.4258)  0.31
H (-1.4574, -0.1232, -2.4923)  0.29
C (-0.9426, -0.5539, -1.6398)  -0.77
C (0.0993, -0.4208, 0.6225)  0.11
H (-1.0360, -1.6745, -1.5640)  0.27
C (-0.4993, 1.6372, -0.7976)  -0.12

Run ii
The following is a DFT calculation (ωB97M-V/def2-TZVPD) of a structure of composition C7H6O.

Values from the calculation:
Spin multiplicity ... 1
E_LUMO ... 0.0207 Eh
Kohn-Sham gap ... 10.35 eV

Each line ends with the Mulliken charge.
Element x y z (Å)
H (-2.3835, -1.0037, -0.4369)  0.23
C (1.5197, -1.8469, 1.1713)  -0.32
H (-0.4103, 2.5371, 2.7511)  0.31
C (-0.0866, -0.0717, 0.0016)  1.87
C (-0.5705, -0.0711, -1.9130)  -0.42
C (-0.1449, 0.9724, 1.0574)  -0.86
H (-1.1283, 0.7825, -2.4821)  0.27
H (2.6382, -2.2425, 1.5578)  0.31
H (-0.4393, -1.0811, -2.4687)  0.29
C (-1.4503, -0.0326, -0.6755)  -0.61
C (-0.0034, 1.9283, 1.8749)  -0.25
H (-2.0747, 1.0332, -0.7305)  0.27
O (0.5843, 0.2594, -1.2824)  -0.39
C (0.5899, -1.2285, 0.4947)  -0.71

Run iii
The following is a DFT calculation (ωB97M-V/def2-TZVPD) of an isolated molecule of C7H6O.

Values from the calculation:
Spin multiplicity ... 1
E_LUMO ... 0.0147 Eh
SMILES string ... C#C[C@@H]1CC=CC1=O
Kohn-Sham gap ... 9.74 eV

Each line ends with the Mulliken charge.
Element x y z (Å)
C (-0.7754, 0.7768, 0.9498)  0.37
H (2.5294, 2.0524, -1.8113)  0.38
C (-1.0952, -1.0150, -0.5631)  -0.31
H (0.1272, -2.0808, 0.8650)  0.27
C (0.6386, 0.0716, 0.7247)  0.23
H (-1.4789, -1.7177, -1.3606)  0.34
C (-1.7139, 0.0317, -0.0030)  -0.47
C (1.3375, 0.9279, -0.1656)  -1.19
O (-1.0690, 1.8031, 1.5389)  -0.56
C (0.2315, -1.3152, 0.0014)  -0.65
H (1.1370, 0.0193, 1.7706)  0.35
H (-2.6864, 0.4800, -0.1143)  0.42
C (1.9723, 1.5269, -0.9633)  0.42
H (0.8455, -1.5610, -0.8693)  0.37

Which of them is most stable, and which least? Most stable: run iii; least stable: run ii.

Run i
The following is a DFT calculation (ωB97M-V/def2-TZVPD) of a cluster of 2 separate species, CH3NO4S in total.

Values from the calculation:
Spin multiplicity ... 1
E_LUMO (spin up / spin down) ... -0.0315 / -0.0425 Eh
Kohn-Sham gap (spin up / spin down) ... 8.37 / 8.71 eV

Each line ends with the Mulliken charge.
Element x y z (Å)
N (0.5941, 0.1305, 1.6456)  0.17
H (0.8180, 0.7155, 2.5578)  0.30
O (-1.8025, -0.0869, 2.1916)  -0.51
O (1.5687, -0.1022, 0.8484)  -0.53
H (1.0462, -0.6179, -0.9796)  0.40
O (0.0649, -0.9174, -1.2230)  -0.43
S (-0.8760, -0.4758, 1.1800)  0.57
C (-0.3011, 0.1016, -1.9311)  0.12
O (0.2318, 1.1616, -2.0100)  -0.47
H (-1.3440, 0.0909, -2.2797)  0.39

Run ii
The following is a DFT calculation (ωB97M-V/def2-TZVPD) of an isolated molecule of CH3NO4S.

Values from the calculation:
Spin multiplicity ... 1
E_LUMO ... -0.0645 Eh
SMILES string ... COS(=O)(=O)N=O
Kohn-Sham gap ... 8.30 eV

Each line ends with the Mulliken charge.
Element x y z (Å)
C (-1.4524, -0.0968, 0.2171)  -0.64
S (1.0546, -0.4887, -0.2477)  1.08
H (-2.1803, -0.2871, 0.9952)  0.26
O (2.0737, -1.0869, 0.5393)  -0.53
H (-1.7299, -0.8525, -0.5671)  0.31
O (1.6424, 1.9783, 0.4672)  -0.15
N (1.6848, 1.4559, -0.6028)  0.18
H (-1.6218, 0.9372, -0.1424)  0.29
O (-0.1548, -0.4020, 0.8028)  -0.21
O (0.6836, -1.1575, -1.4615)  -0.59

Which of them is most stable, and which least? Most stable: run i; least stable: run ii.